{
  "formula": "C72H160F15N7O23PS5",
  "method": "ωB97M-V/def2-TZVPD",
  "elements": ["C", "O", "C", "C", "N", "H", "H", "C", "C", "O", "C", "H", "H", "H", "H", "H", "H", "H", "H", "H", "H", "H", "H", "H", "H", "C", "O", "C", "C", "N", "H", "H", "C", "C", "O", "C", "H", "H", "H", "H", "H", "H", "H", "H", "H", "H", "H", "H", "H", "H", "C", "O", "C", "C", "N", "H", "H", "C", "C", "O", "C", "H", "H", "H", "H", "H", "H", "H", "H", "H", "H", "H", "H", "H", "H", "C", "O", "C", "C", "N", "H", "H", "C", "C", "O", "C", "H", "H", "H", "H", "H", "H", "H", "H", "H", "H", "H", "H", "H", "H", "C", "C", "C", "C", "P", "C", "C", "C", "C", "C", "C", "C", "C", "C", "C", "C", "C", "H", "H", "H", "H", "H", "H", "H", "H", "H", "H", "H", "H", "H", "H", "H", "H", "H", "H", "H", "H", "H", "H", "H", "H", "H", "H", "H", "H", "H", "H", "H", "H", "H", "H", "H", "H", "C", "C", "C", "N", "C", "C", "C", "C", "C", "C", "H", "H", "H", "H", "H", "H", "H", "H", "H", "H", "H", "H", "H", "H", "H", "H", "H", "H", "H", "H", "C", "C", "C", "N", "C", "C", "C", "C", "C", "C", "H", "H", "H", "H", "H", "H", "H", "H", "H", "H", "H", "H", "H", "H", "H", "H", "H", "H", "H", "H", "C", "C", "C", "N", "C", "C", "C", "C", "C", "C", "H", "H", "H", "H", "H", "H", "H", "H", "H", "H", "H", "H", "H", "H", "H", "H", "H", "H", "H", "H", "C", "F", "F", "F", "S", "O", "O", "O", "C", "F", "F", "F", "S", "O", "O", "O", "C", "F", "F", "F", "S", "O", "O", "O", "C", "F", "F", "F", "S", "O", "O", "O", "C", "F", "F", "F", "S", "O", "O", "O"],
  "positions_angstrom": [[-0.2381, 0.0260, 3.0003], [0.8670, -0.0845, 3.8274], [0.5563, -0.0299, 5.2119], [1.8644, -0.0179, 5.9078], [2.7501, -1.2510, 5.5451], [2.2306, -2.0900, 5.7605], [2.9419, -1.3563, 4.5591], [4.1593, -1.3680, 6.2216], [4.0906, -1.4478, 7.7552], [3.5364, -2.7027, 8.1000], [3.1187, -2.7977, 9.4226], [0.0826, -0.2846, 2.0059], [-0.5978, 1.0362, 2.8050], [-1.0640, -0.6239, 3.2894], [-0.1468, -0.7701, 5.5938], [0.0675, 0.9227, 5.4163], [1.6266, -0.0902, 6.9691], [2.4275, 0.8656, 5.6070], [4.6802, -0.4899, 5.8398], [4.6379, -2.2767, 5.8565], [3.4881, -0.5829, 8.0330], [5.1001, -1.3915, 8.1625], [3.5792, -2.2019, 10.2106], [3.2442, -3.8566, 9.6487], [2.0326, -2.7168, 9.4672], [3.0632, -6.2305, -0.0350], [3.7328, -5.0611, -0.5149], [4.7674, -4.5089, 0.3679], [5.6605, -3.6287, -0.5193], [4.8232, -2.7224, -1.3998], [3.9436, -3.1774, -1.5982], [4.4693, -1.9899, -0.8013], [5.4960, -2.1996, -2.6461], [4.6843, -1.1682, -3.3691], [4.1295, -0.1291, -2.6150], [3.4502, 0.8406, -3.4925], [2.8781, -6.2809, 1.0380], [3.6353, -7.0518, -0.4666], [2.1087, -6.2914, -0.5579], [5.2921, -5.2926, 0.9143], [4.2149, -3.9491, 1.1225], [6.1466, -4.3850, -1.1356], [6.3104, -3.0213, 0.1107], [5.7035, -3.1139, -3.2020], [6.4240, -1.6855, -2.3960], [3.8370, -1.6306, -3.8754], [5.4233, -0.7544, -4.0552], [4.2715, 1.4857, -3.8049], [2.8336, 1.4986, -2.8801], [2.9856, 0.5811, -4.4437], [-2.5514, 4.5982, -0.7718], [-2.7613, 5.4093, -1.8871], [-1.7841, 5.0811, -2.8175], [-2.1798, 5.3022, -4.2562], [-3.0183, 6.6552, -4.3523], [-3.7294, 6.5836, -3.6385], [-2.4656, 7.4563, -4.0824], [-3.5770, 6.8219, -5.8205], [-2.4392, 7.3237, -6.7651], [-1.7521, 8.4064, -6.1729], [-0.7930, 8.9584, -7.0496], [-1.5261, 4.5783, -0.4022], [-2.8434, 3.5786, -1.0232], [-3.2429, 4.8610, 0.0288], [-1.5064, 4.0276, -2.8493], [-0.8643, 5.5893, -2.5279], [-2.8014, 4.4712, -4.5897], [-1.2543, 5.3812, -4.8266], [-4.4443, 7.4796, -5.8778], [-4.0436, 5.8738, -6.0878], [-2.8948, 7.7808, -7.6435], [-1.7393, 6.5177, -6.9850], [-0.2721, 8.1736, -7.5981], [-0.0649, 9.6908, -6.7011], [-1.3450, 9.5796, -7.7549], [-1.8746, 0.5859, -2.3838], [-1.1637, 0.3974, -1.1563], [0.2577, 0.2825, -1.2863], [0.7299, -1.0117, -1.9284], [0.1037, -2.2344, -1.2839], [-0.8823, -2.0832, -1.1256], [0.2231, -2.9445, -1.9921], [0.6902, -2.7765, 0.0686], [-0.1694, -3.8455, 0.6516], [0.3137, -4.3280, 1.8678], [0.2755, -3.4463, 2.9614], [-1.5258, 1.4735, -2.9117], [-2.9444, 0.7787, -2.3040], [-1.6625, -0.2259, -3.0796], [0.6752, 0.4038, -0.2868], [0.5931, 1.1748, -1.8149], [1.8035, -1.1957, -1.8873], [0.4271, -1.0608, -2.9743], [0.8734, -1.9566, 0.7630], [1.6946, -3.1069, -0.1964], [-0.2146, -4.5990, -0.1347], [-1.1934, -3.5410, 0.8678], [-0.6725, -2.9784, 3.2266], [1.0288, -2.6604, 2.9071], [0.5955, -4.0733, 3.7936], [7.0688, 4.5067, -5.2977], [6.8575, 5.0717, -3.9084], [5.4805, 5.5886, -3.7412], [5.4652, 6.6501, -2.6089], [3.9221, 7.4471, -2.0709], [2.9912, 7.5428, -3.6653], [2.3169, 6.2712, -4.2413], [1.7504, 6.3589, -5.7041], [2.6981, 6.5648, -6.8060], [2.9652, 6.4259, -0.9680], [3.1661, 4.8394, -1.1217], [2.4600, 3.9638, -0.1136], [0.8515, 3.9936, -0.2005], [4.2828, 9.0600, -1.3432], [4.7210, 10.1313, -2.3006], [4.5586, 11.6096, -1.7523], [4.9437, 12.7570, -2.6634], [6.4858, 3.6070, -5.4943], [8.1192, 4.2654, -5.4604], [6.8199, 5.2535, -6.0517], [7.5797, 5.8763, -3.7704], [6.9081, 4.3132, -3.1273], [4.8931, 4.7007, -3.5076], [5.2007, 6.1076, -4.6580], [6.1274, 7.4210, -3.0031], [5.9477, 6.2564, -1.7143], [3.8746, 7.6563, -4.2936], [2.3280, 8.4020, -3.7655], [1.4504, 6.1540, -3.5905], [2.8861, 5.3562, -4.0770], [0.9819, 7.1271, -5.7900], [1.1585, 5.4846, -5.9747], [3.3872, 7.3763, -6.5720], [2.0571, 6.8201, -7.6498], [3.1839, 5.6121, -7.0170], [1.9152, 6.7166, -1.0029], [3.2809, 6.7722, 0.0161], [4.2453, 4.7261, -1.0188], [2.9710, 4.4163, -2.1071], [2.8165, 4.2188, 0.8844], [2.8663, 2.9627, -0.2583], [0.4867, 3.9201, -1.2250], [0.5452, 4.9932, 0.1078], [0.2722, 3.3488, 0.4604], [5.1437, 8.8836, -0.6984], [3.4930, 9.5085, -0.7405], [4.1388, 10.1083, -3.2218], [5.7453, 9.9063, -2.5975], [5.1440, 11.6721, -0.8350], [3.4983, 11.7033, -1.5176], [5.9270, 12.6918, -3.1291], [4.8222, 13.7244, -2.1762], [4.1612, 12.8263, -3.4191], [-3.5779, 0.5522, 5.3706], [-3.8660, -0.9792, 5.5965], [-3.0332, -1.4850, 6.8131], [-3.1711, -3.0082, 7.2139], [-2.0002, -3.5234, 8.1606], [-2.2155, -2.9448, 9.5965], [-3.6311, -3.2820, 10.1521], [-4.7189, -2.7650, 9.1321], [-4.5891, -3.3596, 7.7914], [-2.9081, -3.8201, 5.8933], [-3.9908, 1.0582, 4.4979], [-2.5060, 0.7499, 5.3686], [-3.8641, 1.0599, 6.2918], [-3.6230, -1.5347, 4.6907], [-4.9068, -1.0490, 5.9127], [-3.4216, -0.9985, 7.7078], [-1.9771, -1.2263, 6.7379], [-1.0990, -3.0777, 7.7394], [-2.0191, -4.6127, 8.1927], [-2.2241, -1.8628, 9.4648], [-1.4996, -3.2512, 10.3592], [-3.7773, -2.8433, 11.1392], [-3.6720, -4.3689, 10.2231], [-4.7489, -1.6771, 9.1924], [-5.6896, -3.0255, 9.5538], [-5.3318, -3.0268, 7.0665], [-4.5309, -4.4457, 7.8626], [-2.7177, -4.8069, 6.3154], [-2.0424, -3.2942, 5.4909], [-3.8337, -3.6934, 5.3317], [-3.3025, 0.4006, -6.6658], [-4.7117, 0.2132, -6.2546], [-5.0169, 0.5989, -4.8083], [-6.4563, 0.3468, -4.2180], [-6.6100, -1.2441, -4.0668], [-7.8469, -1.6241, -3.2504], [-7.7632, -1.1145, -1.8455], [-7.7555, 0.4148, -1.9182], [-6.5637, 0.9180, -2.7585], [-7.5077, 0.9573, -5.2286], [-3.1721, 0.0753, -7.6979], [-2.5796, -0.1924, -6.1056], [-2.9764, 1.4391, -6.6070], [-5.1181, -0.7414, -6.5887], [-5.3259, 0.9409, -6.7850], [-5.0911, 1.6788, -4.6795], [-4.2147, 0.2241, -4.1726], [-5.6588, -1.6324, -3.7029], [-6.6302, -1.6483, -5.0789], [-7.8154, -2.7094, -3.1535], [-8.7342, -1.3070, -3.7983], [-6.8759, -1.4973, -1.3412], [-8.6439, -1.4783, -1.3164], [-7.7876, 1.0365, -1.0235], [-8.6594, 0.8343, -2.3601], [-5.6623, 0.5799, -2.2473], [-6.4725, 1.9971, -2.8819], [-7.3862, 2.0016, -5.5161], [-8.4988, 0.8980, -4.7790], [-7.3974, 0.4514, -6.1878], [1.3281, -9.0995, 4.3131], [0.3644, -8.0821, 3.6874], [-0.9370, -8.7757, 3.1465], [-2.1200, -7.8855, 2.7018], [-1.7484, -7.3082, 1.3112], [-3.0012, -6.6210, 0.6646], [-4.2231, -7.5831, 0.4863], [-4.5075, -8.2590, 1.8072], [-3.2767, -8.9145, 2.4536], [-2.5041, -6.8527, 3.7713], [0.9980, -9.7336, 5.1359], [2.2263, -8.5715, 4.6334], [1.5215, -9.9109, 3.6114], [0.9518, -7.6644, 2.8697], [0.1069, -7.3343, 4.4375], [-1.4533, -9.3136, 3.9416], [-0.7807, -9.5545, 2.4001], [-1.3834, -8.1658, 0.7461], [-0.9739, -6.5740, 1.5332], [-2.6593, -6.3082, -0.3220], [-3.3130, -5.7045, 1.1655], [-4.0209, -8.3176, -0.2933], [-5.0891, -7.0254, 0.1297], [-5.1443, -9.0915, 1.5079], [-5.0527, -7.6691, 2.5440], [-2.8569, -9.6239, 1.7405], [-3.5379, -9.5010, 3.3344], [-3.2703, -6.1349, 3.4782], [-1.6067, -6.2462, 3.8930], [-2.6873, -7.4448, 4.6680], [1.1503, 2.9000, -6.9437], [1.1872, 1.8254, -7.7457], [2.4227, 3.2012, -6.6567], [0.3999, 3.8715, -7.5197], [0.1558, 2.3682, -5.2472], [-1.2626, 2.5690, -5.5222], [0.4618, 0.8973, -5.1066], [0.7661, 3.2365, -4.2386], [3.9202, 0.9313, 2.3289], [4.1466, 1.0121, 3.6072], [2.7268, 1.4454, 2.0908], [4.8030, 1.6658, 1.6875], [3.9881, -0.8880, 1.7648], [5.4026, -1.2624, 1.4691], [3.3618, -1.6486, 2.8233], [3.1674, -0.9979, 0.5340], [-4.1252, -1.7121, 1.2668], [-5.3884, -1.2411, 1.3986], [-3.3663, -0.6541, 1.3574], [-3.8460, -2.4903, 2.3635], [-3.8694, -2.5407, -0.5187], [-4.4987, -1.5118, -1.3622], [-2.4818, -2.6957, -0.8644], [-4.6023, -3.8220, -0.4553], [1.8078, -6.4339, -4.0067], [2.1628, -7.0709, -2.9344], [2.6472, -6.7032, -5.0484], [0.6037, -6.7207, -4.4377], [1.7422, -4.5285, -3.8312], [1.4780, -4.0512, -5.1841], [0.5992, -4.1895, -2.9323], [3.0788, -4.1489, -3.3228], [2.5721, -5.9058, 6.4170], [2.3657, -7.2132, 6.8026], [3.6244, -5.3926, 7.0790], [2.8474, -5.8977, 5.1890], [0.9845, -4.8358, 6.7023], [1.3983, -3.5538, 6.0778], [-0.1641, -5.4487, 6.0467], [0.9347, -4.8018, 8.1866]],
  "atomic_forces_ev_per_a": [[-0.32, -0.21, -1.53], [-0.16, -0.37, 0.94], [0.10, 0.79, -1.13], [1.40, -1.42, 0.18], [0.52, 0.80, 1.63], [-0.52, -0.93, 0.64], [-0.07, 0.57, -1.11], [-0.96, 0.24, 0.07], [-0.27, -0.32, -1.32], [0.68, 1.55, -0.99], [-1.24, -1.83, 0.84], [0.05, -0.30, -0.05], [-0.08, 0.39, 0.68], [-0.16, 0.00, 0.20], [0.13, -0.70, -0.43], [-0.04, 0.34, 0.21], [0.62, 0.26, 0.10], [0.02, -0.05, 0.39], [0.25, -0.08, 0.33], [-0.29, 0.05, -0.34], [-0.07, -0.01, 0.82], [0.09, 0.42, 0.01], [0.43, 0.31, -0.49], [0.28, 0.02, 0.42], [-0.20, 0.59, 0.08], [0.28, -0.05, -1.26], [0.53, 0.66, 0.67], [-1.94, 0.32, -0.34], [-0.67, -1.19, 0.32], [0.56, -0.02, 0.84], [-0.14, -0.87, -0.68], [0.15, 1.32, 0.62], [-0.04, -0.01, 1.54], [-0.76, -0.13, -1.17], [-1.03, 0.15, 0.07], [2.00, 1.10, 0.76], [0.34, 0.14, 0.02], [0.05, -0.52, 0.79], [-0.20, 0.30, 0.18], [0.44, -0.03, -0.43], [0.20, 0.37, 0.16], [0.49, 0.65, -0.38], [0.12, -0.05, -0.38], [0.03, 0.45, -0.53], [0.13, -0.54, 0.62], [0.22, -0.27, -0.62], [-0.24, 0.01, -0.71], [0.15, 0.33, -0.23], [-0.34, -0.55, 0.04], [-0.44, -1.11, 0.51], [-1.07, -1.02, 1.25], [-0.42, 0.18, -0.53], [1.10, -0.13, -0.68], [-0.54, 1.71, 0.80], [0.26, -1.83, -2.09], [-0.61, -0.13, 0.11], [0.54, 0.41, -0.31], [0.53, 0.53, 0.69], [-0.55, 0.38, 0.58], [0.40, -0.25, 1.96], [-0.43, 0.55, -1.66], [-0.06, 0.34, -0.13], [0.26, -0.35, -0.11], [0.18, 0.48, -0.04], [-0.09, -0.39, 0.45], [0.27, 0.33, -0.29], [-0.10, 0.43, -0.32], [-0.36, 0.06, -0.36], [0.38, 0.58, 0.72], [0.75, -0.28, -0.14], [-0.27, -0.87, -0.49], [-0.04, -0.11, -0.35], [0.13, -0.05, -0.02], [-0.16, -0.52, 1.27], [-0.09, -0.20, -0.57], [1.04, 0.45, -0.72], [-0.44, -0.43, 0.15], [-0.45, 0.70, 0.21], [-0.29, -0.58, 0.27], [1.14, 0.77, 1.79], [-1.03, 0.15, -0.06], [-0.37, -0.35, 0.23], [0.65, 1.90, -1.35], [-1.01, 0.10, 0.00], [0.45, -0.94, -0.50], [1.14, -0.22, 1.02], [0.49, 0.27, 0.03], [0.07, -0.67, 0.92], [-0.39, -0.25, -0.02], [-0.13, -0.31, 0.19], [0.41, -0.21, -0.57], [0.13, 0.62, 0.14], [-0.04, 0.12, -0.08], [-0.30, 0.24, -0.31], [-0.01, -0.43, 0.13], [-0.12, -0.79, 0.49], [-0.08, 0.46, -0.59], [-0.55, -0.23, -0.51], [0.05, 0.19, -0.30], [-0.22, 0.17, 0.17], [0.43, -0.26, -0.21], [0.66, -0.25, -0.17], [-0.97, 0.89, 0.57], [0.21, -0.28, 0.24], [-1.20, -0.58, -2.08], [1.17, -0.32, -0.81], [-1.49, -0.08, 0.58], [-0.96, 0.09, 1.65], [0.41, -0.07, -0.62], [-0.18, -1.45, 0.57], [0.54, 1.34, -0.15], [-1.40, -0.39, 0.48], [1.62, 1.06, 0.07], [0.21, 0.27, 0.52], [0.31, 1.57, -1.48], [0.57, -1.36, 0.47], [-0.85, 0.03, -0.61], [-0.10, 0.01, 0.02], [-0.02, -0.14, 0.05], [-0.12, 0.03, -0.03], [0.22, -0.14, 0.34], [1.01, -0.07, 0.01], [-0.68, 0.40, -0.32], [-0.53, -0.35, -0.10], [-0.06, 0.45, 0.31], [0.15, -0.04, 0.14], [-0.08, 0.91, -0.48], [0.17, 0.09, 0.17], [-0.35, -0.43, 0.00], [0.19, 0.22, -0.31], [0.02, 0.56, 0.62], [0.19, -0.42, 0.71], [0.23, -0.07, -0.44], [0.58, 0.14, -0.43], [0.50, 0.32, -0.19], [-0.07, 0.10, -0.38], [0.11, -0.47, 0.42], [0.11, -0.33, 0.27], [-0.39, 0.65, -0.29], [-0.38, 0.17, 0.22], [-0.30, -0.22, -0.17], [0.24, -0.46, -0.14], [0.03, 0.26, 0.10], [0.53, -0.47, -0.07], [-0.12, -0.22, 0.49], [-0.41, -0.71, 0.18], [-0.12, -0.13, -0.17], [0.17, 0.36, -0.10], [-0.16, 0.00, 0.26], [-0.03, 0.11, 0.32], [-0.07, -0.06, 0.11], [0.40, -0.15, 0.41], [0.28, -0.14, -0.59], [0.72, -0.66, 1.28], [0.66, 0.65, 0.45], [-0.88, -0.53, 1.06], [0.65, -0.27, -1.58], [-1.24, 1.78, 1.38], [-1.51, 0.20, -0.48], [0.30, 0.16, -1.73], [-0.07, -0.10, 2.76], [2.16, 0.23, -0.94], [-0.87, 1.36, 2.48], [-0.34, -0.52, 0.10], [0.27, -0.25, -0.38], [-0.49, 0.28, -0.17], [-0.36, -0.07, 0.06], [-0.16, -0.34, -0.60], [0.21, 0.34, -0.12], [0.06, -0.42, -0.10], [0.04, -0.60, -0.13], [0.10, 0.14, -0.46], [0.54, 0.22, 0.37], [0.45, 0.00, -0.61], [-0.02, -0.05, -0.14], [-0.36, -0.11, 0.23], [0.23, 0.14, -0.49], [-0.18, -0.25, -0.18], [0.09, -0.12, 0.00], [-0.39, -0.06, -0.12], [0.12, -0.13, -1.03], [0.00, -0.72, -0.44], [0.36, -0.37, -0.38], [1.33, 0.05, -0.35], [-2.48, 0.75, -0.02], [-0.85, 0.76, 0.96], [0.18, -1.80, -0.41], [-0.32, 1.05, -0.94], [1.36, -0.61, -0.60], [-0.71, 1.13, 0.59], [-0.05, 1.15, -1.06], [0.59, -0.34, -0.71], [0.60, -0.73, 0.86], [-0.13, 0.11, -0.07], [-0.07, -0.01, 0.30], [-0.02, -0.09, 0.08], [0.14, -0.31, 0.50], [0.08, -0.05, -0.70], [1.04, 0.30, -0.44], [-0.56, -0.28, 0.60], [-0.09, 0.47, 0.76], [-0.46, 0.27, -0.15], [-0.27, -0.15, -0.52], [-0.18, -0.13, 0.23], [0.03, 0.07, -0.07], [0.04, 0.17, 0.22], [0.68, -0.60, 0.60], [-0.42, -0.55, -0.50], [0.23, -0.16, -0.26], [-0.39, 0.07, 0.12], [0.79, 0.20, 0.81], [0.14, -0.45, -0.18], [-0.33, -0.54, 0.41], [-0.27, -0.85, -0.12], [-0.81, -1.03, -0.21], [-0.35, 0.55, 1.68], [-0.42, -1.12, -1.02], [-1.95, 0.90, 1.31], [0.37, -0.98, -0.74], [1.28, 1.27, 0.38], [-0.07, -1.18, 0.08], [0.08, 0.99, -0.99], [1.58, -0.53, -0.93], [-0.59, 0.75, 0.52], [0.05, -0.33, -0.21], [0.66, 0.35, -0.54], [-0.37, 0.49, -0.08], [0.05, 0.17, -0.21], [0.61, -0.16, 0.53], [0.19, 0.47, -0.39], [-0.01, 0.20, -0.09], [0.20, -0.08, -0.28], [-0.04, 0.21, -0.08], [0.17, -0.06, 0.24], [0.21, -0.16, 0.10], [0.06, 0.12, 0.15], [-0.31, -0.19, 0.63], [0.00, 0.24, -0.20], [0.12, 0.01, -0.03], [0.27, 0.52, 0.35], [-0.37, -0.76, -0.20], [0.06, -0.06, 0.36], [-0.28, 0.38, 0.02], [-1.89, -2.17, 1.84], [-0.18, 0.86, 0.07], [-0.76, 0.85, -0.39], [1.46, -0.24, 0.07], [1.40, -2.88, -1.07], [0.47, 0.86, 0.18], [-0.12, 2.90, -0.03], [-0.47, -0.09, -0.19], [-0.04, -1.01, -1.29], [0.38, -0.10, 1.60], [-0.84, 0.05, -0.24], [0.61, 0.18, -0.43], [1.42, -1.86, -2.54], [-2.22, 1.28, 0.92], [0.10, 0.30, 0.97], [0.55, 0.89, 0.60], [-0.64, -0.55, -0.45], [0.49, -1.03, -0.21], [1.28, 0.91, -0.02], [-0.26, 0.07, -1.03], [-3.56, -0.68, -0.94], [0.33, -0.52, 1.07], [1.09, -0.01, 0.85], [1.09, 1.88, 0.54], [0.51, 0.94, -2.61], [-0.08, 0.06, 0.21], [-0.37, 0.46, 1.58], [-0.69, -0.57, 0.56], [0.50, -1.05, 2.45], [0.11, 0.48, -0.07], [2.14, -1.21, -2.07], [-1.89, 0.01, -0.90], [-1.55, -0.22, 3.36], [0.20, 1.43, -0.08], [-0.85, -0.45, 0.03], [0.81, -0.15, -3.85], [1.54, 0.41, 2.75], [-0.76, -1.02, 0.17], [0.49, -0.04, -0.13], [-0.36, 0.10, -2.51]],
  "mulliken_spin": [0.00, 0.00, 0.00, 0.00, 0.00, 0.00, 0.00, 0.00, 0.00, 0.00, 0.00, 0.00, 0.00, 0.00, 0.00, 0.00, 0.00, 0.00, 0.00, 0.00, 0.00, 0.00, 0.00, 0.00, 0.00, 0.00, 0.00, 0.00, 0.00, 0.00, 0.00, 0.00, 0.00, 0.00, 0.00, 0.00, 0.00, 0.00, 0.00, 0.00, 0.00, 0.00, 0.00, 0.00, 0.00, 0.00, 0.00, 0.00, 0.00, 0.00, 0.00, 0.00, 0.00, 0.00, 0.00, 0.00, 0.00, 0.00, 0.00, 0.00, 0.00, 0.00, 0.00, 0.00, 0.00, 0.00, 0.00, 0.00, 0.00, 0.00, 0.00, 0.00, 0.00, 0.00, 0.00, 0.00, 0.00, 0.00, 0.00, 0.02, 0.00, 0.00, 0.00, 0.01, 0.00, 0.00, 0.00, 0.00, 0.00, 0.00, 0.00, -0.01, 0.00, 0.00, -0.01, -0.01, 0.00, 0.00, 0.00, 0.00, 0.00, 0.00, 0.00, 0.00, 0.00, 0.00, 0.00, 0.00, 0.00, 0.00, 0.00, 0.00, 0.00, 0.00, 0.00, 0.00, 0.00, 0.00, 0.00, 0.00, 0.00, 0.00, 0.00, 0.00, 0.00, 0.00, 0.00, 0.00, 0.00, 0.00, 0.00, 0.00, 0.00, 0.00, 0.00, 0.00, 0.00, 0.00, 0.00, 0.00, 0.00, 0.00, 0.00, 0.00, 0.00, 0.00, 0.00, 0.00, 0.00, 0.00, 0.00, 0.00, 0.00, 0.00, 0.00, 0.00, 0.00, 0.00, 0.00, 0.00, 0.00, 0.00, 0.00, 0.00, 0.00, 0.00, 0.00, 0.00, 0.00, 0.00, 0.00, 0.00, 0.00, 0.00, 0.00, 0.00, 0.00, 0.00, 0.00, 0.00, 0.00, 0.00, 0.00, 0.00, 0.00, 0.00, 0.00, 0.00, 0.00, 0.00, 0.00, 0.00, 0.00, 0.00, 0.00, 0.00, 0.00, 0.00, 0.00, 0.00, 0.00, 0.00, 0.00, 0.00, 0.00, 0.00, 0.00, 0.00, 0.00, 0.00, 0.00, 0.00, 0.00, 0.00, 0.00, 0.00, 0.00, 0.00, 0.00, 0.00, 0.00, 0.00, 0.00, 0.00, 0.00, 0.00, 0.00, 0.00, 0.00, 0.00, 0.00, 0.00, 0.00, 0.00, 0.00, 0.00, 0.00, 0.00, 0.00, 0.00, 0.00, 0.00, 0.00, 0.00, 0.00, 0.00, 0.00, 0.00, 0.00, 0.00, 0.00, 0.00, 0.00, 0.00, 0.00, 0.00, 0.00, 0.00, 0.00, 0.00, 0.00, 0.00, 0.00, 0.00, 0.00, 0.00, 0.00, -0.01, 0.00, 0.00, 0.00, -0.07, 0.52, 0.25, 0.31, 0.00, 0.00, 0.00, 0.00, 0.00, 0.00, 0.00, 0.00],
  "homo_ev": [-15.15, -15.15],
  "multiplicity": 2,
  "gap_ev": [9.00, 2.92],
  "total_energy_ev": -238969.600,
  "charge": 4
}